(1)
Molecular formula: C4H10NOS
Method: DFT, ωB97M-V/def2-TZVPD

Atoms and positions in Å:
S 0.033 1.197 -1.216
O 2.422 0.791 1.677
N -0.232 -0.604 1.595
C -0.031 0.452 -2.775
C 1.515 1.115 1.005
C 1.144 0.451 -0.273
C -1.552 -0.976 1.184
H -1.177 0.543 -3.112
H 0.123 -0.682 -2.755
H 0.532 1.016 -3.471
H -1.897 -1.634 2.018
H 0.382 -1.406 1.714
H 1.747 -0.398 -0.547
H -1.548 -1.591 0.238
H -2.365 -0.213 1.135
H -0.118 -0.106 2.459
H 1.021 2.046 1.126

E_HOMO (spin up / spin down), eV: -13.86 / -13.86
Spin multiplicity: 1
Charge: +1
HOMO-LUMO gap (spin up / spin down), eV: 7.718 / 7.719
DFT total energy, eV: -18673.4385

=====

(2)
Molecular formula: C4H10NOS2
Method: DFT, ωB97M-V/def2-TZVPD

Atoms and positions in Å:
S 2.922 1.822 1.427
S 0.973 2.141 0.278
O -0.778 2.394 0.038
N -1.229 -1.184 -0.213
C 0.840 0.406 0.127
C -0.501 0.054 -0.580
C -1.484 1.254 -0.486
C -0.282 -2.297 0.038
H -0.446 -0.135 -1.666
H 1.650 -0.198 -0.245
H 4.049 1.830 0.692
H -0.910 -3.135 -0.355
H 0.610 -2.338 -0.590
H -0.082 -2.435 1.095
H -1.892 -1.012 0.533
H -2.296 1.066 0.226
H 0.558 0.025 1.117
H -1.702 1.741 -1.437

E_HOMO (spin up / spin down), eV: -8.80 / -8.60
Spin multiplicity: 2
Charge: 0
HOMO-LUMO gap (spin up / spin down), eV: 9.563 / 6.441
DFT total energy, eV: -29514.1847

=====

(3)
Molecular formula: C4H10NP
Method: DFT, ωB97M-V/def2-TZVPD

Atoms and positions in Å:
P -0.980 0.082 0.155
N -1.731 0.216 1.490
C -1.744 -1.373 -0.939
C 0.698 0.394 0.165
C 1.273 1.242 1.251
C 1.385 0.174 -1.208
H 0.387 1.368 1.889
H 0.702 -0.474 -1.650
H 2.385 -0.394 -0.920
H 2.016 0.617 1.957
H -0.926 -2.006 -1.174
H -2.449 -0.484 1.636
H -2.364 -1.718 -0.118
H -2.088 -0.768 -1.749
H 1.716 2.055 0.880
H 1.721 1.068 -1.665

E_HOMO (spin up / spin down), eV: -5.74 / -9.69
Spin multiplicity: 3
Charge: 0
HOMO-LUMO gap (spin up / spin down), eV: 6.802 / 8.536
DFT total energy, eV: -15084.1192

=====

(4)
Molecular formula: C4H10NPS
Method: DFT, ωB97M-V/def2-TZVPD

Atoms and positions in Å:
S -0.770 -1.302 0.990
P -1.191 0.579 1.117
N -1.146 1.466 -0.346
C -1.157 -0.068 -2.128
C -0.782 1.084 -1.668
C 1.481 -2.129 3.465
C 0.269 1.793 -2.422
H 2.080 -1.342 3.798
H -0.906 -0.642 -3.024
H 1.165 1.638 -1.879
H 0.188 1.404 -3.357
H 2.261 -2.721 3.040
H 0.006 2.904 -2.550
H -1.336 2.467 -0.343
H 0.769 -1.959 2.568
H 0.889 -2.475 4.294
H -1.819 -0.696 -1.558

E_HOMO, eV: -8.84
Spin multiplicity: 1
Structure (SMILES): C=C(C)NP=S.C
Charge: 0
HOMO-LUMO gap, eV: 8.342
DFT total energy, eV: -25923.1041

=====

(5)
Molecular formula: C4H10NPS2
Method: DFT, ωB97M-V/def2-TZVPD

Atoms and positions in Å:
S -1.295 -1.941 1.760
S 2.225 -1.506 0.962
P -0.891 -0.472 0.317
N 2.547 1.021 -0.042
C 2.457 2.373 -0.086
C -0.855 -1.584 -1.215
C 2.415 -0.050 0.475
C -2.550 0.306 0.227
H 3.403 3.088 -0.096
H -2.679 1.127 0.950
H 1.803 2.667 -0.930
H -3.340 -0.329 0.027
H -0.272 -2.704 1.771
H 1.959 2.796 0.862
H -0.558 -1.150 -2.047
H -2.578 0.845 -0.687
H -1.737 -2.157 -1.214
H -0.055 -2.330 -1.036

E_HOMO, eV: -8.11
Spin multiplicity: 1
Structure (SMILES): CN=C=S.CP(C)S
Charge: 0
HOMO-LUMO gap, eV: 8.762
DFT total energy, eV: -36758.1037

=====

(6)
Molecular formula: C4H10NS
Method: DFT, ωB97M-V/def2-TZVPD

Atoms and positions in Å:
S -1.904 3.355 0.991
N 0.437 -0.754 -0.008
C 0.571 -1.399 1.109
C -0.902 -0.319 -0.424
C -1.611 1.795 1.462
C 1.572 -0.452 -0.917
H 1.256 -0.475 -1.923
H 2.305 -1.184 -0.709
H 1.591 -1.607 1.491
H -1.399 3.123 -0.275
H -2.162 1.529 2.398
H -1.058 0.685 0.086
H -1.597 -0.922 0.259
H -1.242 -0.167 -1.423
H -0.152 -1.751 1.858
H 2.014 0.562 -0.638

E_HOMO, eV: -12.37
Spin multiplicity: 1
Charge: +1
HOMO-LUMO gap, eV: 7.868
DFT total energy, eV: -16624.2944

=====

(7)
Molecular formula: C4H10NS
Method: DFT, ωB97M-V/def2-TZVPD

Atoms and positions in Å:
S -2.388 0.868 -0.503
N 0.695 1.032 -0.011
C -1.193 -1.582 0.534
C -1.493 -0.149 0.591
C 2.001 0.631 0.485
C 1.607 0.517 -0.991
H -1.557 0.369 1.478
H 0.557 2.004 -0.010
H 1.897 1.200 -1.822
H -1.357 -1.884 -0.544
H -1.913 -2.040 1.296
H 1.972 -0.233 1.082
H 2.763 1.343 0.748
H -0.112 -1.550 0.538
H 1.352 -0.505 -1.456
H -2.830 -0.021 -1.415

E_HOMO (spin up / spin down), eV: -13.87 / -13.87
Spin multiplicity: 1
Charge: +1
HOMO-LUMO gap (spin up / spin down), eV: 8.195 / 8.196
DFT total energy, eV: -16625.2544

=====

(8)
Molecular formula: C4H10NS
Method: DFT, ωB97M-V/def2-TZVPD

Atoms and positions in Å:
S -0.208 1.277 -0.141
N 2.161 1.222 0.326
C -0.468 -0.354 0.016
C -1.943 -0.320 -0.011
C 0.454 -1.479 -0.078
C -2.011 1.191 0.222
H 2.038 0.540 -0.314
H 2.662 0.838 1.138
H -2.601 1.724 -0.411
H -2.580 -0.415 -0.966
H -2.476 -1.085 0.665
H 2.310 2.149 0.035
H 1.021 -1.528 -0.978
H 0.045 -2.454 0.126
H 1.199 -1.221 0.675
H -2.246 1.528 1.242

E_HOMO, eV: -13.57
Spin multiplicity: 1
Charge: +1
HOMO-LUMO gap, eV: 8.164
DFT total energy, eV: -16626.3642

=====

(9)
Molecular formula: C4H10NS
Method: DFT, ωB97M-V/def2-TZVPD

Atoms and positions in Å:
S 2.131 -1.048 -2.758
N -0.785 0.317 0.852
C -1.066 -0.644 -0.188
C 0.621 0.144 1.280
C -1.374 1.406 1.169
C 1.050 -0.164 -1.877
H -1.953 -0.451 -0.803
H 0.699 -0.481 2.165
H -1.270 -1.559 0.342
H -2.250 1.572 0.611
H 0.913 0.964 -2.053
H 1.079 1.099 1.577
H -0.099 -0.789 -0.706
H -1.064 2.078 2.002
H 2.058 -2.205 -2.113
H 1.311 -0.240 0.501

E_HOMO, eV: -12.20
Spin multiplicity: 1
Charge: +1
HOMO-LUMO gap, eV: 7.713
DFT total energy, eV: -16624.1846

=====

(10)
Molecular formula: C4H10NS
Method: DFT, ωB97M-V/def2-TZVPD

Atoms and positions in Å:
S -1.477 0.572 0.584
N 0.090 0.534 0.024
C 1.442 -0.780 1.188
C -2.338 -0.868 -0.265
C 0.835 -0.669 -0.177
C 0.600 1.827 -0.101
H 0.832 -1.062 1.972
H 0.197 -1.366 -0.493
H 0.394 2.013 -1.167
H 0.071 2.539 0.534
H -2.066 -1.855 0.085
H 2.470 -0.579 1.252
H -2.138 -0.700 -1.276
H 1.605 -0.371 -0.783
H -3.503 -0.725 -0.075
H 1.769 1.826 -0.177

E_HOMO (spin up / spin down), eV: -12.85 / -15.23
Spin multiplicity: 3
Charge: +1
HOMO-LUMO gap (spin up / spin down), eV: 9.869 / 8.594
DFT total energy, eV: -16623.9958

=====

(11)
Molecular formula: C4H10NS
Method: DFT, ωB97M-V/def2-TZVPD

Atoms and positions in Å:
S 3.588 0.208 -0.103
N 1.097 -0.488 0.313
C -1.654 0.313 0.183
C -0.208 -0.849 -0.133
C 1.867 0.601 -0.454
C -2.924 -0.023 -0.296
H 1.619 1.553 0.032
H -1.250 1.268 0.423
H -2.968 -0.899 -1.001
H 1.794 -1.222 0.235
H 3.658 0.423 1.201
H -0.452 -1.931 -0.094
H 1.253 -0.152 1.345
H -3.644 0.681 -0.700
H 1.838 0.745 -1.536
H -3.612 -0.227 0.584

E_HOMO (spin up / spin down), eV: -11.74 / -14.40
Spin multiplicity: 3
Charge: +1
HOMO-LUMO gap (spin up / spin down), eV: 8.255 / 8.709
DFT total energy, eV: -16622.3205

=====

(12)
Molecular formula: C4H10NS3
Method: DFT, ωB97M-V/def2-TZVPD

Atoms and positions in Å:
S -2.801 -0.587 0.143
S 2.668 -1.386 -0.151
S 1.944 1.444 0.170
N -0.732 0.891 -0.522
C -0.164 -0.520 -0.261
C 1.372 -0.272 0.492
C -1.147 -1.275 0.619
C -2.044 1.036 0.270
H 0.022 1.551 -0.263
H -1.667 1.440 1.256
H 0.076 -1.000 -1.210
H 2.438 -2.448 0.577
H 1.286 -0.414 1.551
H 2.267 1.700 1.467
H -1.125 -1.011 1.703
H -2.748 1.976 0.029
H -1.298 -2.212 0.247
H -0.774 0.903 -1.546

E_HOMO, eV: -13.10
Spin multiplicity: 1
Structure (SMILES): SC(S)[C@H]1CSC[NH2+]1
Charge: +1
HOMO-LUMO gap, eV: 10.035
DFT total energy, eV: -38297.6987

=====

(13)
Molecular formula: C4H10O
Method: DFT, ωB97M-V/def2-TZVPD

Atoms and positions in Å:
O 1.258 -0.001 0.558
C 0.254 0.786 0.731
C -1.075 -0.848 -1.560
C 2.077 -0.082 -0.464
C -0.628 0.567 1.908
H 2.025 0.685 -1.229
H -1.648 0.287 1.606
H 0.059 1.528 -0.040
H -1.385 0.179 -1.772
H -0.226 -0.244 2.523
H 0.009 -0.887 -1.396
H 2.915 -0.745 -0.316
H -1.325 -1.483 -2.413
H -0.711 1.464 2.534
H -1.600 -1.208 -0.671

E_HOMO (spin up / spin down), eV: -7.25 / -6.97
Spin multiplicity: 1
Charge: 0
HOMO-LUMO gap (spin up / spin down), eV: 8.319 / 7.933
DFT total energy, eV: -6354.0152

=====

(14)
Molecular formula: C4H10O
Method: DFT, ωB97M-V/def2-TZVPD

Atoms and positions in Å:
O 0.283 -0.138 1.635
C 0.522 0.245 0.280
C -0.722 -0.116 -0.527
C 0.845 1.733 0.236
C -0.919 -1.626 -0.627
H 1.378 -0.320 -0.123
H -1.580 0.347 -0.022
H 0.975 -0.739 1.921
H -0.764 -2.086 0.354
H -1.927 -1.886 -0.963
H 1.750 1.947 0.815
H 1.002 2.073 -0.793
H 0.020 2.305 0.673
H -0.206 -2.072 -1.331
H -0.657 0.332 -1.527

E_HOMO, eV: -10.25
Spin multiplicity: 1
Structure (SMILES): CC[C@@H](C)O
Charge: 0
HOMO-LUMO gap, eV: 11.245
DFT total energy, eV: -6357.6217

=====

(15)
Molecular formula: C4H10O
Method: DFT, ωB97M-V/def2-TZVPD

Atoms and positions in Å:
O 0.465 -1.306 0.149
C -1.597 -0.917 0.453
C -1.954 0.251 -0.176
C 2.006 0.530 0.419
C 1.136 -0.397 -0.415
H 2.355 1.392 -0.159
H -1.370 -0.934 1.511
H 2.877 -0.035 0.767
H -2.102 1.157 0.409
H 1.495 -0.581 -1.445
H -0.666 0.679 -0.704
H -1.754 -1.878 -0.021
H 0.205 0.606 -0.905
H 1.455 0.880 1.297
H -2.476 0.209 -1.131

E_HOMO, eV: -9.34
Spin multiplicity: 1
Charge: 0
HOMO-LUMO gap, eV: 10.503
DFT total energy, eV: -6353.7594